a.
Formula: C5H13N2
Source: the Open Molecules 2025 dataset
Level of theory: ωB97M-V/def2-TZVPD

Its HOMO-LUMO gap is 10.3 eV. Its net charge is +1.

XYZ file:
```
20
Properties=species:S:1:pos:R:3:lowdin_charge:R:1
C 1.76 1.27 -1.50 -0.017
C 0.71 0.16 -1.65 -0.380
C 0.91 -1.05 -2.20 0.093
N -0.55 0.41 -1.01 0.111
H 1.86 1.55 -0.45 0.068
H 1.45 2.19 -2.01 0.094
H 2.71 0.91 -1.90 0.092
H 0.10 -1.79 -2.33 0.085
H 1.88 -1.37 -2.51 0.072
H -0.85 1.37 -1.11 0.142
H -1.33 -0.14 -1.41 0.170
C -1.21 0.00 2.32 -0.203
C -1.96 -1.06 2.72 0.045
N -0.06 -0.16 1.46 0.033
H -1.45 1.03 2.53 0.109
H -2.86 -0.86 3.28 0.064
H -1.58 -2.06 2.52 0.072
H 0.30 -1.10 1.30 0.130
H -0.51 0.23 0.20 0.101
H 0.68 0.46 1.73 0.118
```

b.
Formula: C5H13N2
Source: the Open Molecules 2025 dataset
Level of theory: ωB97M-V/def2-TZVPD

Its HOMO-LUMO gap is 5.9 eV. Its net charge is +1.

XYZ file:
```
20
Properties=species:S:1:pos:R:3:lowdin_charge:R:1
C -0.70 1.12 2.07 -0.041
C 0.14 1.82 1.00 -0.197
C 0.93 0.90 0.14 0.153
C 0.37 0.35 -1.03 -0.144
N 0.69 -0.69 -1.72 0.100
C 1.83 -1.48 -1.30 -0.060
N -2.15 -1.47 -0.56 0.036
H -1.42 1.80 2.52 0.097
H -0.13 0.72 2.91 0.093
H 0.77 2.65 1.32 0.138
H -0.54 2.31 0.28 0.135
H 1.99 0.79 0.35 0.146
H -0.36 1.05 -1.43 0.143
H -1.25 -1.79 -0.88 -0.024
H 2.31 -1.06 -0.41 0.072
H 2.56 -1.45 -2.11 0.116
H 1.59 -2.53 -1.16 0.111
H -2.66 -1.19 -1.39 0.028
H -1.27 0.35 1.54 0.073
H -2.71 -2.19 -0.14 0.025
```

Stability ranking, top entry: a; the second entry is 0.0925 hartree less favorable.